Density functional theory data (ωB97M-V/def2-TZVPD) for 16 unconnected molecules or ions with the total composition C72H168N8O16.

```
264
Properties=species:S:1:pos:R:3:mulliken_charge:R:1
C -3.96575 -6.00562 -2.90798 -1.921
C -3.36182 -4.77627 -3.56526 1.440
C -2.45339 -3.97878 -2.54789 -0.489
C -1.20884 -4.73033 -2.11767 -0.359
C -0.43464 -4.93777 -3.40819 -0.770
C -1.18313 -5.77116 -4.54392 1.571
N -2.55339 -5.28313 -4.71089 1.211
O -3.24014 -5.91836 -5.68768 -0.568
C -0.36949 -5.63630 -5.82198 -1.856
C -1.17162 -7.25996 -4.14119 -2.023
C -4.50599 -3.92407 -4.16241 -1.618
H -3.30671 -6.80716 -2.57440 0.307
H -4.57539 -6.51655 -3.65322 0.450
H -4.54706 -5.73662 -2.02603 0.404
H -2.17415 -3.02763 -3.00115 -0.320
H -3.01815 -3.79234 -1.63444 0.694
H -1.52055 -5.66875 -1.65906 0.646
H -0.51395 -4.26396 -1.41929 -0.188
H 0.37825 -5.54970 -3.01725 0.495
H -0.03555 -4.01715 -3.83397 -0.229
H -0.18565 -4.56874 -5.94284 0.116
H 0.57453 -6.17688 -5.75338 0.383
H -0.87694 -6.11433 -6.65988 0.516
H -1.96250 -7.86330 -4.58682 0.365
H -0.29184 -7.77211 -4.53078 0.472
H -1.22651 -7.40448 -3.06221 0.313
H -5.06403 -3.52286 -3.31640 0.380
H -5.26504 -4.50417 -4.68723 0.480
H -3.97403 -3.18939 -4.76686 0.019
H -3.32523 -5.29991 -6.41698 0.325
C 2.44393 -1.76055 8.98710 -1.814
C 1.52869 -2.85345 8.37409 1.367
C 0.09556 -2.30144 8.33014 -0.921
C -0.86342 -3.03323 7.37334 -1.031
C -0.22283 -3.27970 5.93873 -0.721
C 1.19169 -3.83141 5.91226 1.560
N 2.03870 -3.15166 6.96411 1.153
O 3.28420 -3.58559 6.90168 -0.319
C 1.22916 -5.37568 6.13700 -1.824
C 1.81834 -3.43344 4.52031 -1.699
C 1.68999 -4.11883 9.24538 -1.919
H 2.20146 -1.42696 9.99607 0.403
H 2.35953 -0.90375 8.31863 0.247
H 3.46349 -2.14059 9.05161 0.430
H -0.34386 -2.45591 9.31561 0.381
H 0.08661 -1.26829 7.98282 0.272
H -1.73607 -2.38065 7.34617 0.455
H -1.14148 -3.99572 7.80275 0.535
H -0.22258 -2.25963 5.55460 -0.517
H -0.94017 -3.98129 5.51296 0.710
H 1.00160 -5.90756 5.21320 0.452
H 2.24091 -5.72968 6.33487 0.473
H 0.53698 -5.74621 6.89310 0.324
H 2.09702 -2.38003 4.49309 -0.302
H 2.72251 -4.01298 4.33406 0.690
H 1.18600 -3.59854 3.64795 0.401
H 1.48728 -3.82734 10.27594 0.526
H 2.72157 -4.46966 9.27453 0.348
H 1.10491 -4.96155 8.87713 0.268
H 3.07518 -4.49876 7.11152 0.264
C -5.05316 1.57660 -0.57590 -2.160
C -5.81789 0.82599 -1.73719 2.042
C -7.36469 1.20915 -1.52486 -1.197
C -8.26180 0.90173 -2.68232 -0.748
C -7.68446 1.53141 -3.91617 -1.388
C -6.19250 1.14666 -4.23681 1.823
N -5.35171 1.43283 -3.00833 -0.290
O -3.98613 1.31391 -3.26197 0.807
C -6.17769 -0.25672 -4.74255 -1.391
C -5.73815 2.15438 -5.34538 -2.006
C -5.56599 -0.68775 -1.62665 -1.571
H -3.99125 1.71507 -0.77905 0.171
H -5.30786 0.97791 0.29863 0.461
H -5.43541 2.59630 -0.62277 0.407
H -7.77403 0.68569 -0.66083 0.417
H -7.37548 2.26635 -1.25969 0.390
H -9.29935 1.21826 -2.57551 0.431
H -8.37788 -0.16878 -2.85151 0.336
H -7.89041 2.60178 -3.91909 0.410
H -8.29962 1.11084 -4.71166 0.432
H -6.76069 -0.92363 -4.10739 0.388
H -6.61426 -0.32423 -5.73902 0.558
H -5.17424 -0.65052 -4.90417 -0.247
H -5.63959 3.15577 -4.92632 0.392
H -4.77481 1.88548 -5.77870 0.141
H -6.51729 2.11080 -6.10640 0.506
H -6.51016 -1.23007 -1.57616 0.384
H -4.96701 -1.03106 -0.78318 0.436
H -5.02980 -1.06616 -2.49695 -0.036
H -3.65981 2.21099 -3.16010 0.144
C 2.25918 1.46689 -6.80941 -2.300
C 1.00274 0.91752 -7.47224 1.637
C 1.40207 -0.38399 -8.22667 -1.243
C 0.26310 -1.06609 -8.97881 -0.775
C -0.89190 -1.33147 -7.99600 -1.309
C -1.28165 -0.21730 -6.94100 2.454
N -0.08870 0.57226 -6.46963 1.386
O -0.33353 1.58157 -5.58494 -0.421
C -2.28827 0.75134 -7.68941 -1.764
C -1.91923 -0.89103 -5.75034 -2.287
C 0.49404 2.04752 -8.40385 -1.787
H 3.04229 1.67255 -7.53917 0.560
H 2.59888 0.74318 -6.06851 0.400
H 2.16432 2.37933 -6.22074 0.344
H 2.19519 -0.16111 -8.94040 0.379
H 1.88525 -0.98456 -7.45599 0.247
H 0.70020 -2.00374 -9.32208 0.444
H -0.02733 -0.59668 -9.91870 0.439
H -0.93266 -2.36744 -7.65954 0.416
H -1.70597 -1.41073 -8.71648 0.360
H -3.29895 0.43408 -7.43257 0.647
H -2.25586 1.76782 -7.29719 0.275
H -2.07735 1.03375 -8.72084 0.233
H -2.70509 -1.55706 -6.10664 0.806
H -1.34786 -1.47182 -5.02626 -0.517
H -2.40382 -0.18052 -5.08067 0.377
H -0.13353 1.68315 -9.21717 0.324
H 1.30246 2.57628 -8.90878 0.477
H -0.02878 2.80397 -7.81859 0.194
H -0.10223 1.13700 -4.76613 -0.098
C -3.38770 5.86219 1.05085 -1.752
C -2.02236 6.16872 0.35552 1.758
C -1.47689 7.53342 0.84285 -1.403
C -0.01796 7.89310 0.50235 -0.614
C 0.88263 6.79442 0.99637 -1.521
C 0.46651 5.29813 0.56840 1.876
N -1.01368 5.04940 0.77713 -0.231
O -1.42638 3.74040 0.42070 1.691
C 0.93665 5.05249 -0.88968 -0.735
C 1.26880 4.28474 1.41875 -1.334
C -2.20553 6.17392 -1.22161 -1.661
H -3.83281 4.90729 0.77128 0.146
H -4.11103 6.61296 0.73268 0.534
H -3.34424 5.77733 2.13667 0.273
H -2.06375 8.31903 0.36691 0.357
H -1.45747 7.64194 1.92726 0.355
H 0.19885 8.78540 1.08962 0.442
H 0.09953 8.12281 -0.55667 0.370
H 1.11747 6.97682 2.04503 0.436
H 1.85322 7.04794 0.57001 0.417
H 1.91436 5.49575 -1.07857 0.446
H 0.84800 4.01155 -1.20063 -0.638
H 0.34534 5.60513 -1.61976 0.281
H 2.22148 4.81243 1.46393 0.709
H 0.89018 4.14212 2.43088 0.109
H 1.25134 3.26748 1.02762 -0.389
H -1.45159 6.77617 -1.72853 0.341
H -3.14170 6.61609 -1.56244 0.508
H -2.14352 5.12988 -1.52854 0.051
H -1.53775 3.33489 1.28370 -0.629
C -4.16755 3.66546 4.49007 -1.927
C -2.71352 3.11021 4.83707 1.822
C -2.56780 2.60476 6.33977 -1.543
C -1.29381 1.82795 6.68613 -0.983
C -1.26063 0.64268 5.75523 -0.350
C -1.42202 0.99893 4.19401 2.550
N -2.53022 1.89140 3.96098 -0.259
O -2.79943 2.05621 2.63895 0.202
C -0.07072 1.47751 3.68267 -0.509
C -1.79056 -0.31489 3.52275 -2.045
C -1.61250 4.22955 4.54182 -1.644
H -4.38080 4.59639 5.01542 0.442
H -4.93866 2.94705 4.76826 0.368
H -4.27364 3.98064 3.45204 0.316
H -2.68439 3.37691 7.10024 0.481
H -3.37850 1.91503 6.57464 0.355
H -1.42318 1.54833 7.73169 0.524
H -0.34633 2.36488 6.64050 0.280
H -2.04114 -0.05560 6.05738 0.517
H -0.29641 0.17835 5.96214 -0.768
H 0.66089 0.67239 3.61454 0.189
H -0.10112 2.08680 2.77937 -0.576
H 0.47910 2.17625 4.31319 0.360
H -1.90267 -0.09811 2.46043 0.016
H -1.12285 -1.16043 3.68810 0.123
H -2.78178 -0.68819 3.78009 0.691
H -1.36284 4.45873 3.50585 0.241
H -0.65007 3.92870 4.95570 0.393
H -1.94544 5.10094 5.10568 0.497
H -3.73286 1.83373 2.61052 0.189
C 2.00733 0.76747 0.27175 -0.011
C 1.63788 -0.62097 -0.27572 3.055
C 0.08119 -0.55006 -0.41359 -0.415
C -0.51070 0.13148 -1.58607 -0.223
C 0.04625 -0.56379 -2.86959 0.811
C 1.66211 -0.52315 -2.84129 3.252
N 2.26511 -0.98000 -1.58176 0.630
O 3.65262 -1.11429 -1.49700 0.028
C 2.11200 -1.51032 -4.04096 -1.727
C 2.14671 0.88807 -3.20488 -0.676
C 1.91421 -1.71064 0.77520 -1.761
H 3.08904 0.87238 0.18821 -0.100
H 1.89079 0.85161 1.35224 -0.213
H 1.60506 1.62971 -0.26007 -0.875
H -0.34724 -1.54255 -0.27393 0.504
H -0.31423 0.14894 0.32340 -0.599
H -0.41554 1.21712 -1.60678 -1.042
H -1.59645 0.07229 -1.51034 0.480
H -0.49109 -0.03040 -3.65372 -1.406
H -0.19496 -1.61973 -2.74741 -0.447
H 3.18954 -1.59458 -4.18212 0.376
H 1.80991 -2.53702 -3.83424 0.244
H 1.53678 -1.35735 -4.95410 -0.068
H 1.88047 1.18347 -4.21975 -0.990
H 1.70163 1.52031 -2.43658 -0.498
H 3.23611 0.88801 -3.16887 1.016
H 1.46130 -1.50984 1.74611 0.086
H 2.99120 -1.82918 0.89407 0.272
H 1.58662 -2.70415 0.46902 -0.030
H 3.92124 -0.20291 -1.63426 0.023
C 6.42901 0.19072 6.81445 -1.635
C 5.76967 -0.66911 5.67179 1.421
C 4.20091 -0.66852 5.72701 0.206
C 3.43446 0.63092 5.32227 -0.405
C 3.80498 1.02650 3.93921 -0.212
C 5.43281 0.91589 3.73768 2.182
N 6.08809 -0.25740 4.29142 0.410
O 7.46578 -0.42268 3.99853 -0.495
C 5.67459 0.91334 2.16842 -2.009
C 6.01983 2.12828 4.22641 -2.082
C 6.14987 -2.13663 5.87091 -1.784
H 5.86877 1.11767 6.93698 0.419
H 7.44737 0.48015 6.55511 0.297
H 6.48615 -0.31133 7.78026 0.426
H 3.80449 -1.50646 5.15360 -0.433
H 3.95015 -0.89721 6.76284 0.000
H 3.76624 1.40414 6.01520 0.515
H 2.35244 0.64529 5.45311 -0.658
H 3.31873 1.97916 3.72921 0.615
H 3.46688 0.21090 3.30001 -0.468
H 5.72141 -0.08782 1.73993 0.387
H 4.94209 1.48775 1.60133 0.334
H 6.65793 1.28623 1.88189 0.405
H 6.94601 2.36426 3.70240 0.427
H 5.39223 2.99633 4.02468 0.390
H 6.31278 2.21620 5.27262 0.281
H 7.22399 -2.25429 6.01419 0.531
H 5.99986 -2.75321 4.98467 0.152
H 5.74689 -2.53111 6.80371 0.219
H 7.89057 0.10257 4.68064 0.384
O 5.68951 1.03453 -1.86124 -0.391
H 6.42797 0.73965 -1.32836 0.235
H 5.95532 1.89549 -2.18422 0.246
O -1.00660 3.11019 -3.11066 0.063
H -1.23435 3.75226 -3.78304 0.162
H -1.21708 3.54377 -2.28366 -0.103
O 4.26101 4.11054 -2.01548 -0.654
H 3.73239 3.38094 -2.33871 0.305
H 4.82762 4.34104 -2.75173 0.279
O 4.67562 -4.07974 -0.51619 -0.716
H 5.13202 -3.23837 -0.51657 0.265
H 4.58450 -4.30375 -1.44234 0.315
O 0.04067 -4.91156 1.72821 -0.607
H 0.04451 -5.83477 1.47543 0.297
H 0.80621 -4.53963 1.29017 0.294
O 5.41422 2.78724 -4.36820 -0.541
H 5.39353 1.83983 -4.23324 0.236
H 6.24335 2.94740 -4.81888 0.281
O 4.61391 -3.94860 2.35015 -0.496
H 4.36590 -3.87175 1.42884 0.252
H 5.42788 -3.45006 2.42196 0.309
O 5.98055 -1.59864 -3.46627 -0.640
H 5.42797 -0.99495 -2.96984 0.305
H 6.21490 -1.11387 -4.25766 0.268
```

Calculated values
- Largest force on an atom: 6.1 eV Å⁻¹
- Total charge: 0
- E_tot: -4485.4613 hartree
- Spin multiplicity: 1